No. 1
The following is a quantum chemistry calculation of a molecular structure, C20H55N5O5Zr at a distorted geometry, from the Open Molecules 2025 dataset.

Each line ends with the Mulliken charge.
Element x y z (Å)
Zr: 30.38 -11.95 6.54  -0.885
C: 30.06 -9.01 3.21  -1.432
C: 30.69 -9.80 4.42  -0.366
C: 30.40 -9.06 5.73  -1.931
O: 30.44 -9.88 6.84  2.056
C: 30.16 -9.02 7.94  -1.922
N: 30.12 -11.07 4.63  -0.110
H: 29.09 -9.45 2.95  0.334
H: 30.70 -9.01 2.40  0.484
H: 29.80 -8.02 3.33  0.493
H: 31.81 -9.71 4.25  -0.126
H: 29.47 -8.62 5.66  0.777
H: 30.93 -8.16 5.89  0.630
H: 30.76 -8.15 8.03  0.446
H: 30.08 -9.66 8.81  0.517
H: 29.20 -8.65 7.87  0.487
H: 30.67 -11.31 3.71  0.575
H: 29.11 -10.96 4.32  0.410
C: 27.79 -10.94 9.35  -1.826
C: 27.73 -11.86 8.16  -0.240
C: 26.30 -12.01 7.73  -1.431
O: 26.36 -12.79 6.58  -0.363
C: 25.05 -13.33 6.32  -0.989
N: 28.38 -11.36 7.01  0.454
H: 28.76 -11.08 9.60  0.480
H: 27.08 -11.27 10.13  0.463
H: 27.58 -9.94 9.07  0.353
H: 27.97 -12.83 8.59  0.282
H: 25.81 -11.08 7.51  0.513
H: 25.78 -12.48 8.58  0.657
H: 24.59 -13.93 7.12  0.339
H: 25.03 -13.80 5.38  0.344
H: 24.46 -12.48 6.20  0.440
H: 27.92 -10.44 7.08  0.709
H: 27.68 -11.73 6.36  0.539
C: 33.89 -14.43 5.48  -1.684
C: 33.23 -13.16 5.96  0.425
C: 34.04 -11.98 5.55  -1.575
O: 33.12 -10.86 5.74  0.279
C: 33.85 -9.67 5.66  -1.074
N: 31.84 -13.10 5.58  0.095
H: 33.98 -14.47 4.40  0.430
H: 33.41 -15.30 5.93  0.400
H: 34.88 -14.38 5.89  0.472
H: 33.23 -13.22 7.05  -0.239
H: 34.45 -12.09 4.55  0.660
H: 34.87 -11.97 6.16  0.588
H: 33.27 -8.70 5.57  0.362
H: 34.52 -9.75 4.76  0.282
H: 34.66 -9.47 6.47  0.337
H: 31.56 -14.09 5.24  0.030
H: 32.11 -12.93 4.57  0.789
C: 28.90 -17.19 5.34  -1.516
C: 29.60 -15.81 5.17  -0.265
C: 28.66 -14.68 5.55  -0.996
O: 29.22 -13.46 5.11  1.502
C: 29.11 -13.39 3.68  -1.634
N: 30.67 -15.72 6.12  -0.418
H: 29.55 -18.02 5.17  0.379
H: 28.02 -17.30 4.73  0.424
H: 28.56 -17.15 6.34  0.453
H: 30.01 -15.69 4.15  0.294
H: 28.31 -14.78 6.56  0.105
H: 27.61 -14.76 5.12  0.668
H: 29.98 -13.79 3.25  0.616
H: 28.91 -12.51 3.23  0.426
H: 28.26 -13.84 3.19  0.287
H: 31.43 -16.31 5.73  0.369
H: 30.32 -16.19 6.97  0.609
C: 31.77 -15.08 8.91  -1.208
C: 30.89 -13.77 9.01  -0.112
C: 31.72 -12.49 9.17  -1.574
O: 31.80 -11.58 8.07  0.812
C: 32.65 -10.52 8.55  -1.253
N: 30.22 -13.61 7.72  0.848
H: 32.39 -15.27 9.81  0.487
H: 32.60 -15.16 8.14  0.198
H: 31.18 -16.04 8.83  0.480
H: 30.21 -13.90 9.79  0.468
H: 32.60 -12.81 9.62  0.624
H: 31.18 -11.91 9.92  0.746
H: 32.26 -10.12 9.50  0.453
H: 32.58 -9.59 7.90  0.193
H: 33.70 -10.85 8.61  0.359
H: 29.34 -14.05 8.12  0.835
H: 30.42 -14.60 7.30  -1.401

Output
**Kohn-Sham gap**: 8.54 eV
**Multiplicity**: 1
**ΔE to the lowest compared entry with this formula, charge and spin**: 2.100 eV
**Total charge**: +4
**HOMO**: -21.247 eV

=====

No. 2
The following is a quantum chemistry calculation of 13 unconnected molecules or ions with the total composition C20H56BN16O24 at a distorted geometry, from the Open Molecules 2025 dataset.

Each line ends with the Mulliken charge.
Element x y z (Å)
O: 11.94 14.35 19.25  -0.608
C: 12.54 14.01 18.22  0.023
O: 12.11 14.06 17.00  -0.605
B: 13.14 13.58 16.11  1.501
O: 14.33 13.36 16.95  -0.322
C: 14.07 13.57 18.18  0.662
O: 14.75 13.56 19.15  -0.678
O: 13.40 14.65 15.06  -0.171
C: 12.67 14.29 14.01  0.453
O: 12.32 14.93 13.02  -0.716
C: 12.40 12.79 14.16  0.447
O: 12.73 12.40 15.36  -0.079
O: 11.95 12.14 13.23  -0.851
C: 15.95 14.08 13.95  0.463
O: 16.30 14.77 14.90  -0.671
N: 15.58 14.68 12.86  -0.262
N: 16.06 12.78 13.88  -0.314
H: 15.33 15.66 12.98  0.220
H: 15.26 14.08 12.09  0.151
H: 15.51 12.38 13.16  0.153
H: 16.41 12.32 14.68  0.163
C: 12.56 8.33 13.01  0.436
O: 12.29 8.43 14.21  -0.601
N: 13.02 7.15 12.59  -0.411
N: 12.31 9.34 12.11  -0.450
H: 13.28 6.52 13.32  0.247
H: 13.37 7.06 11.64  0.193
H: 11.98 10.19 12.61  0.364
H: 13.16 9.71 11.68  0.300
C: 8.08 11.91 15.28  0.560
O: 7.35 12.06 14.34  -0.717
N: 9.01 12.82 15.59  0.077
N: 8.02 10.87 16.18  -0.407
H: 9.17 13.54 14.89  0.068
H: 9.61 12.81 16.39  -0.008
H: 8.51 11.03 17.10  0.321
H: 7.13 10.42 16.08  0.215
C: 10.90 10.76 17.86  0.582
O: 9.92 11.51 18.12  -0.749
N: 10.92 9.79 17.01  -0.324
N: 12.04 10.89 18.57  -0.224
H: 10.30 9.78 16.21  0.354
H: 11.89 9.52 16.79  0.040
H: 12.66 10.13 18.73  0.224
H: 11.82 11.43 19.41  0.099
C: 12.41 13.49 23.22  0.515
O: 12.08 13.03 24.31  -0.635
N: 13.38 14.60 23.13  -0.424
N: 11.83 13.18 21.97  -0.252
H: 13.20 15.21 22.32  0.198
H: 13.59 15.04 24.04  0.232
H: 10.90 12.81 22.00  0.238
H: 12.04 13.81 21.21  0.109
C: 14.65 17.57 19.16  0.291
O: 15.00 17.31 20.26  -0.708
N: 15.17 18.57 18.46  -0.345
N: 13.77 16.87 18.43  0.169
H: 15.21 18.39 17.46  0.284
H: 16.04 18.84 18.90  0.406
H: 13.38 17.31 17.58  0.065
H: 13.27 16.20 19.02  -0.147
C: 12.98 18.94 15.54  0.675
O: 14.06 18.48 15.84  -0.664
N: 12.39 18.51 14.40  -0.418
N: 12.46 20.01 16.17  -0.421
H: 11.49 18.70 14.05  0.223
H: 12.74 17.60 14.23  0.131
H: 11.63 20.43 15.82  0.167
H: 13.09 20.60 16.67  0.256
C: 18.50 16.19 18.12  0.508
O: 19.52 15.62 17.92  -0.641
N: 18.29 17.19 19.11  -0.537
N: 17.46 16.19 17.31  -0.259
H: 17.29 17.30 19.28  0.238
H: 18.82 17.00 19.96  0.233
H: 17.43 15.55 16.55  0.236
H: 16.54 16.50 17.57  0.312
C: 8.60 14.42 10.91  -0.476
C: 9.08 14.45 12.33  -0.066
O: 8.01 14.82 13.10  -0.615
O: 7.62 13.44 10.63  -0.530
H: 9.47 14.26 10.29  0.238
H: 8.29 15.49 10.76  0.269
H: 9.84 15.21 12.48  0.186
H: 9.52 13.46 12.53  0.317
H: 7.70 14.01 13.56  0.317
H: 6.99 13.31 11.35  0.338
C: 12.65 12.44 8.98  -0.619
C: 13.10 13.41 10.08  0.324
O: 14.22 12.84 10.80  -0.516
O: 13.59 11.85 8.12  -0.577
H: 11.93 12.87 8.33  0.386
H: 12.11 11.65 9.53  0.285
H: 12.33 13.48 10.85  -0.267
H: 13.31 14.45 9.82  0.306
H: 14.95 12.69 10.17  0.255
H: 14.00 11.07 8.54  0.330
C: 15.54 9.97 16.48  0.317
C: 15.48 9.32 17.90  -0.458
O: 16.62 8.57 18.29  -0.572
O: 16.65 10.84 16.48  -0.664
H: 14.58 10.53 16.33  -0.249
H: 15.64 9.27 15.69  0.350
H: 14.59 8.65 17.98  0.270
H: 15.30 10.19 18.56  0.247
H: 17.45 9.07 18.08  0.359
H: 16.56 11.53 17.17  0.363
C: 8.75 14.08 19.98  0.238
C: 8.93 15.37 19.30  -0.042
O: 7.70 16.07 19.12  -0.598
O: 8.10 14.28 21.25  -0.568
H: 9.76 13.69 20.17  -0.335
H: 8.24 13.46 19.26  0.373
H: 9.50 15.26 18.38  -0.024
H: 9.66 15.99 19.79  0.227
H: 7.14 15.45 18.66  0.359
H: 7.16 14.45 21.13  0.334

Output
**Kohn-Sham gap**: 8.79 eV
**Multiplicity**: 1
**Total charge**: -1
**HOMO**: -7.330 eV